1.
{
  "formula": "C30H33F40N2O5",
  "method": "ωB97M-V/def2-TZVPD",
  "total_charge": -1,
  "lumo_energy_ev": 1.31,
  "e_tot_ha": -5643.295968,
  "species": ["C", "C", "C", "C", "N", "C", "N", "H", "H", "H", "H", "H", "H", "H", "H", "H", "H", "H", "H", "H", "C", "C", "C", "F", "F", "F", "F", "O", "C", "C", "F", "F", "F", "F", "H", "H", "H", "H", "C", "C", "C", "F", "F", "F", "F", "O", "C", "C", "F", "F", "F", "F", "H", "H", "H", "H", "C", "C", "C", "F", "F", "F", "F", "O", "C", "C", "F", "F", "F", "F", "H", "H", "H", "H", "C", "C", "C", "F", "F", "F", "F", "O", "C", "C", "F", "F", "F", "F", "H", "H", "H", "H", "C", "C", "C", "F", "F", "F", "F", "O", "C", "C", "F", "F", "F", "F", "H", "H", "H", "H"],
  "positions_angstrom": [[2.307712, 5.896233, -0.782567], [2.082442, 6.283811, -2.258359], [2.572439, 5.179679, -3.199113], [2.711561, 7.714738, -2.568720], [3.609633, 7.848023, -3.653686], [4.959815, 8.026274, -3.314372], [5.910243, 6.902595, -3.694543], [3.376211, 5.917595, -0.546078], [1.886890, 4.898331, -0.642771], [1.782311, 6.618408, -0.149266], [0.990326, 6.366582, -2.374009], [2.698161, 4.232333, -2.655701], [1.852322, 4.976861, -3.999369], [3.526696, 5.461065, -3.649380], [3.167245, 8.056167, -1.610065], [1.827480, 8.375848, -2.712538], [5.399844, 8.910126, -3.817965], [5.108009, 8.175107, -2.221654], [5.824941, 6.190662, -2.969345], [5.447033, 6.483070, -4.500653], [-1.731973, 4.231303, 2.817247], [-0.652168, 4.211342, 1.727290], [-0.367206, 2.857916, 1.069537], [0.138678, 1.989423, 1.978402], [0.514210, 3.018886, 0.071214], [0.485238, 4.767216, 2.183554], [-1.107481, 5.005209, 0.722944], [-1.283356, 4.225667, 4.161547], [-1.074600, 3.086704, 4.867665], [0.373914, 2.980708, 5.367069], [1.221003, 2.945518, 4.326236], [0.504357, 1.829132, 6.068119], [-1.424520, 1.976034, 4.184184], [-1.860054, 3.133649, 5.973403], [-2.213763, 5.200853, 2.699832], [-2.493868, 3.471788, 2.636542], [-1.284537, 2.438983, 0.645913], [0.609679, 3.830940, 6.009166], [-3.033490, -3.283828, 5.908782], [-3.519332, -2.544572, 7.160935], [-5.029129, -2.334394, 7.323139], [-5.509038, -1.547214, 6.340852], [-5.254150, -1.722933, 8.506114], [-2.880815, -1.368529, 7.290926], [-3.164973, -3.337988, 8.218805], [-2.535914, -2.485314, 4.852547], [-3.345614, -2.008392, 3.866406], [-3.307442, -0.476034, 3.793949], [-3.753354, 0.043034, 4.950782], [-4.129511, -0.073900, 2.795731], [-4.606749, -2.459465, 3.968400], [-2.859104, -2.465641, 2.677393], [-2.166315, -3.850718, 6.245440], [-3.771206, -4.008596, 5.562359], [-5.555344, -3.292491, 7.314876], [-2.293599, -0.126011, 3.597700], [-0.528943, -5.415709, 0.541489], [-0.145976, -5.519540, 2.022478], [0.115748, -4.214050, 2.777242], [1.179698, -3.568228, 2.267418], [0.379703, -4.513463, 4.072406], [0.892792, -6.362857, 2.179910], [-1.230608, -6.074311, 2.652506], [0.499806, -5.660826, -0.393876], [1.304011, -4.669103, -0.876904], [2.787192, -4.937605, -0.578650], [2.976292, -4.986907, 0.756103], [3.513102, -3.914455, -1.079100], [0.933103, -3.454727, -0.444686], [1.179279, -4.672331, -2.231142], [-1.233309, -6.232477, 0.387302], [-1.063313, -4.486584, 0.338380], [-0.764024, -3.568960, 2.738746], [3.115362, -5.872916, -1.028306], [1.643167, -10.898049, -2.659688], [1.712074, -11.469405, -4.081122], [3.099950, -11.667582, -4.700705], [3.725671, -10.484433, -4.847027], [2.950510, -12.225328, -5.921706], [0.940372, -10.747698, -4.915481], [1.181311, -12.728699, -4.001329], [1.355880, -9.519762, -2.545288], [2.332961, -8.570165, -2.522471], [2.166543, -7.548342, -3.657354], [2.262745, -8.165876, -4.848692], [3.166399, -6.643497, -3.555901], [3.567731, -9.100522, -2.519468], [2.196622, -7.869016, -1.366949], [0.782611, -11.392271, -2.210799], [2.519307, -11.184974, -2.076871], [3.708841, -12.330668, -4.080817], [1.202063, -7.044538, -3.574710], [-1.706204, 5.390702, -4.117878], [-2.054413, 6.775656, -4.674035], [-1.462862, 8.001851, -3.966569], [-1.941795, 8.087293, -2.710377], [-1.854647, 9.106107, -4.644598], [-3.395378, 6.914168, -4.777816], [-1.535859, 6.806841, -5.939036], [-2.677618, 4.778568, -3.282498], [-2.664481, 4.982023, -1.937638], [-3.991786, 5.556772, -1.405408], [-4.254990, 6.751627, -1.960048], [-3.829301, 5.728648, -0.070243], [-1.632083, 5.730847, -1.548350], [-2.538900, 3.761477, -1.334402], [-1.658373, 4.747465, -4.995115], [-0.715514, 5.388973, -3.661880], [-0.371111, 7.960616, -3.947170], [-4.819146, 4.874446, -1.606728]],
  "atomic_forces_ev_per_a": [[-0.30, 0.22, -0.77], [0.11, -0.04, 0.17], [-0.07, -0.29, 0.24], [-0.03, -0.02, -0.21], [-0.17, 0.02, 0.10], [0.10, 0.10, -0.01], [-0.15, -0.06, 0.17], [-0.08, -0.12, 0.05], [0.17, 0.04, 0.41], [0.14, -0.14, 0.15], [0.02, 0.03, 0.00], [-0.01, 0.08, -0.05], [0.16, 0.12, -0.12], [-0.15, 0.08, -0.04], [-0.04, -0.05, -0.03], [-0.03, 0.04, 0.06], [0.00, -0.10, -0.01], [0.07, 0.08, -0.07], [-0.04, 0.00, -0.09], [0.13, 0.04, -0.01], [-0.52, 0.22, -0.06], [0.27, 0.15, 0.01], [-0.31, -0.01, -0.12], [0.09, -0.01, -0.04], [0.21, -0.08, 0.05], [0.09, -0.14, 0.14], [-0.09, -0.12, 0.28], [0.47, 0.01, -0.11], [-0.19, 0.06, 0.10], [-0.06, 0.03, 0.02], [0.03, -0.03, -0.02], [0.02, 0.01, 0.01], [-0.01, -0.02, -0.04], [-0.02, -0.08, -0.02], [0.00, -0.01, 0.03], [0.13, -0.10, -0.01], [-0.04, 0.01, 0.08], [0.02, 0.00, 0.01], [0.24, -0.54, -0.07], [0.05, 0.19, 0.00], [0.04, -0.06, 0.04], [-0.02, 0.02, -0.01], [-0.03, 0.02, 0.01], [0.00, -0.02, 0.01], [-0.02, -0.04, -0.01], [-0.11, 0.39, 0.16], [0.01, -0.13, -0.08], [0.07, 0.02, -0.05], [-0.03, 0.01, 0.00], [0.01, 0.02, 0.00], [-0.02, -0.01, 0.00], [-0.04, -0.03, -0.03], [0.01, 0.03, -0.03], [-0.12, 0.14, 0.02], [-0.01, 0.00, -0.02], [0.01, -0.03, 0.01], [-0.45, -0.03, -0.24], [0.21, -0.09, 0.00], [-0.11, 0.03, 0.07], [0.04, -0.02, -0.01], [0.01, 0.00, 0.02], [-0.03, 0.00, 0.02], [-0.04, 0.03, -0.02], [0.30, -0.12, 0.33], [-0.10, 0.00, -0.18], [0.07, 0.07, 0.00], [0.01, 0.01, 0.02], [0.00, 0.01, 0.02], [0.01, 0.02, 0.01], [-0.04, 0.05, 0.00], [0.02, 0.01, -0.03], [0.13, 0.07, 0.08], [0.03, 0.03, -0.01], [-0.04, 0.06, 0.00], [-0.08, -0.21, 0.46], [-0.06, 0.12, -0.12], [-0.05, -0.06, 0.03], [0.03, 0.02, -0.02], [0.03, 0.01, -0.03], [0.00, -0.02, 0.01], [0.03, -0.01, 0.03], [-0.05, 0.08, -0.48], [-0.03, 0.01, 0.18], [-0.03, -0.03, 0.05], [0.02, 0.01, -0.03], [-0.01, 0.01, -0.02], [0.02, -0.01, -0.02], [0.05, -0.16, 0.05], [0.00, 0.04, 0.01], [0.08, 0.05, -0.13], [0.02, 0.01, 0.01], [0.01, 0.02, 0.00], [0.45, -0.35, -0.22], [-0.02, 0.06, 0.01], [0.22, -0.11, -0.19], [-0.11, 0.06, 0.11], [-0.06, 0.06, 0.02], [-0.08, -0.01, -0.01], [-0.03, -0.01, 0.05], [-0.44, 0.40, 0.06], [0.15, -0.09, -0.16], [0.36, -0.04, -0.12], [0.00, 0.02, 0.00], [-0.30, 0.00, 0.09], [-0.10, 0.07, -0.12], [0.02, -0.10, 0.01], [-0.04, -0.02, 0.04], [-0.01, 0.13, 0.06], [0.06, -0.01, 0.05], [0.00, -0.03, 0.08]],
  "lowdin_charge": [-0.103, -0.408, -0.099, -0.355, -0.162, -0.479, -0.060, 0.075, 0.041, 0.069, 0.076, 0.060, 0.052, 0.036, 0.080, 0.065, 0.059, 0.077, 0.014, 0.019, -0.027, -0.442, -0.309, 0.086, 0.109, 0.146, 0.097, 0.058, -0.543, -0.286, 0.111, 0.094, 0.131, 0.138, 0.151, 0.147, 0.164, 0.175, -0.037, -0.443, -0.310, 0.098, 0.100, 0.147, 0.098, 0.050, -0.537, -0.290, 0.110, 0.099, 0.155, 0.121, 0.150, 0.148, 0.172, 0.162, -0.038, -0.436, -0.305, 0.107, 0.094, 0.140, 0.092, 0.040, -0.540, -0.286, 0.104, 0.108, 0.161, 0.134, 0.149, 0.149, 0.150, 0.147, -0.041, -0.443, -0.310, 0.100, 0.100, 0.142, 0.096, 0.057, -0.538, -0.283, 0.108, 0.102, 0.156, 0.132, 0.150, 0.148, 0.172, 0.173, -0.029, -0.434, -0.298, 0.094, 0.093, 0.125, 0.100, 0.056, -0.550, -0.280, 0.108, 0.086, 0.152, 0.116, 0.149, 0.131, 0.167, 0.172]
}



2.
{
  "formula": "C15H18ClN5O5OsS2",
  "method": "ωB97M-V/def2-TZVPD",
  "e_above_lowest_ev": 1.9874,
  "total_charge": -1,
  "s_squared": 1.23,
  "lumo_energy_ev": [2.32, 2.44],
  "e_tot_ha": -2579.348392,
  "multiplicity": 2,
  "species": ["Os", "C", "C", "N", "C", "S", "N", "N", "C", "C", "C", "C", "C", "C", "C", "N", "H", "H", "H", "H", "H", "H", "H", "H", "H", "H", "H", "H", "H", "O", "Cl", "O", "O", "O", "O", "N", "C", "C", "C", "C", "C", "H", "H", "H", "H", "H", "S"],
  "positions_angstrom": [[0.967803, -0.150118, -1.221671], [0.789847, 3.030056, 4.450142], [1.029576, 2.964342, 2.946278], [-0.090034, 2.319967, 2.278924], [0.058721, 1.589766, 1.132026], [1.589306, 0.774320, 0.843739], [-0.993719, 1.472412, 0.372496], [-0.825452, 0.694453, -0.712272], [-1.823044, 0.512334, -1.554618], [-3.129101, 1.231103, -1.404740], [-1.559666, -0.390151, -2.623337], [-2.535007, -0.835644, -3.533201], [-2.204187, -1.733768, -4.515123], [-0.883399, -2.184444, -4.615061], [0.038982, -1.702616, -3.712766], [-0.271145, -0.849313, -2.734917], [1.648612, 3.481108, 4.949330], [0.646009, 2.025743, 4.848964], [-0.096737, 3.627222, 4.673893], [1.917936, 2.375755, 2.735158], [1.190877, 3.971139, 2.545097], [-0.944073, 2.859954, 2.265804], [-3.049642, 1.915437, -0.565630], [-3.958247, 0.540873, -1.226812], [-3.351642, 1.804067, -2.307708], [-3.547919, -0.470361, -3.432191], [-2.950257, -2.082713, -5.217987], [-0.586348, -2.889471, -5.377333], [1.081041, -1.990328, -3.770802], [1.984915, 3.826938, -3.387151], [1.944519, 2.854451, -2.336923], [3.164986, 2.871612, -1.597401], [1.756292, 1.539363, -2.958607], [0.829186, 3.123272, -1.466977], [-0.176002, -2.109813, 0.000323], [0.310743, -2.503095, 1.132669], [1.638837, -2.486845, 1.383989], [2.133489, -2.868615, 2.610541], [1.279821, -3.312362, 3.609707], [-0.076221, -3.366664, 3.318699], [-0.534156, -2.952573, 2.090196], [2.266739, -2.153172, 0.566148], [3.199689, -2.800830, 2.773230], [1.652397, -3.608886, 4.579944], [-0.789522, -3.719740, 4.050358], [-1.575797, -2.949960, 1.809700], [2.831008, -1.294190, -1.694140]],
  "atomic_forces_ev_per_a": [[-0.16, -0.71, -0.31], [0.06, -0.01, -0.19], [-0.08, -0.09, 0.21], [-0.06, 0.22, -0.17], [0.78, -0.72, -0.10], [-0.11, 0.49, 0.36], [-0.80, 0.55, 0.36], [0.53, -0.13, -1.11], [-0.23, 0.59, 0.97], [0.03, -0.18, -0.02], [0.42, -0.59, -0.76], [0.00, 0.28, 0.35], [0.28, -0.21, -0.22], [-0.38, 0.19, 0.10], [0.19, -0.18, -0.27], [-0.45, 0.37, 0.08], [-0.03, 0.06, 0.03], [-0.04, 0.00, 0.02], [0.00, -0.01, 0.08], [0.04, 0.06, -0.02], [0.05, -0.05, -0.05], [-0.04, -0.06, -0.02], [-0.05, -0.01, 0.00], [-0.03, 0.01, 0.01], [-0.02, -0.02, -0.02], [0.01, 0.02, -0.02], [-0.04, 0.01, 0.04], [0.06, 0.02, -0.01], [0.00, 0.01, 0.16], [0.03, 0.13, -0.40], [-0.09, 0.92, 0.32], [0.26, -0.14, 0.14], [-0.58, -1.26, 0.77], [-0.13, -0.01, 0.05], [0.44, 0.55, -0.36], [0.09, -0.20, 0.37], [0.13, 0.16, -0.16], [-0.15, -0.13, 0.32], [0.02, 0.04, -0.21], [0.10, 0.02, 0.11], [-0.14, 0.03, -0.04], [-0.11, 0.04, -0.17], [0.01, -0.01, -0.05], [0.02, -0.01, 0.00], [-0.04, 0.03, -0.03], [0.02, 0.06, -0.08], [0.19, -0.12, -0.06]],
  "mulliken_spin": [0.395, 0.000, 0.002, -0.004, -0.018, 0.048, 0.008, 0.041, -0.110, 0.003, -0.023, -0.018, -0.006, -0.026, 0.000, -0.040, 0.000, 0.000, 0.000, 0.000, 0.001, -0.001, -0.001, -0.005, -0.004, -0.006, 0.000, -0.002, 0.005, -0.004, 0.008, -0.001, -0.006, -0.004, 0.006, 0.022, -0.001, -0.001, -0.006, 0.005, -0.009, 0.001, 0.001, -0.001, 0.000, 0.000, 0.752]
}



3.
{
  "formula": "C17H10N10",
  "method": "ωB97M-V/def2-TZVPD",
  "e_above_lowest_ev": 0.0000,
  "lumo_energy_ev": -1.46,
  "e_tot_ha": -1201.335303,
  "smiles": "N#Cc1ccc(-c2cnc3nnn(Cc4n[nH]c5ncccc45)c3n2)cn1",
  "species": ["N", "C", "C", "C", "C", "C", "C", "C", "N", "C", "N", "N", "N", "C", "C", "N", "N", "C", "N", "C", "C", "C", "C", "C", "N", "C", "N", "H", "H", "H", "H", "H", "H", "H", "H", "H", "H"],
  "positions_angstrom": [[-0.158188, -4.743054, 5.033992], [0.091659, -4.098917, 4.069129], [0.546075, -3.355257, 2.951759], [1.654208, -3.816327, 2.222770], [2.208710, -3.010071, 1.214523], [1.562876, -1.812160, 0.886175], [1.962604, -1.045653, -0.324387], [2.734155, -1.644994, -1.387655], [2.993622, -1.026858, -2.543707], [2.439320, 0.226523, -2.654923], [2.461573, 1.124663, -3.731716], [1.721636, 2.114060, -3.485841], [1.232780, 1.962910, -2.218521], [0.389409, 2.935469, -1.558015], [-1.078688, 2.538798, -1.616211], [-1.862673, 2.652867, -2.681385], [-3.107937, 2.239621, -2.272895], [-3.139577, 1.912515, -0.942672], [-4.124197, 1.490907, -0.149602], [-3.892050, 1.264193, 1.155984], [-2.579373, 1.355807, 1.676688], [-1.560421, 1.785159, 0.820089], [-1.869566, 2.071936, -0.483016], [1.670839, 0.763910, -1.666805], [1.401946, 0.195962, -0.494508], [0.448190, -1.453166, 1.670752], [-0.023211, -2.187911, 2.687599], [2.146230, -4.731482, 2.495598], [3.090046, -3.388271, 0.728491], [3.066978, -2.678896, -1.277396], [0.548875, 3.928823, -1.942285], [0.652201, 2.885356, -0.496202], [-3.899666, 2.108844, -2.900019], [-4.692650, 0.954974, 1.783013], [-2.455428, 1.143784, 2.730711], [-0.526264, 1.878113, 1.206238], [-0.054045, -0.542176, 1.494250]],
  "atomic_forces_ev_per_a": [[0.78, 2.32, -3.54], [-1.15, -2.86, 4.29], [1.28, 0.45, -1.41], [0.31, 0.84, -0.13], [-1.23, -0.51, 0.96], [0.14, -0.42, -0.08], [-0.89, 1.69, -1.07], [-0.43, 0.92, -0.15], [-0.68, 1.05, 0.49], [1.21, -1.44, -0.91], [0.86, -1.69, -0.81], [-0.13, -0.25, 1.74], [-0.03, -0.18, 0.82], [-1.15, -0.96, 0.27], [-1.07, 0.28, -0.07], [-0.01, -0.59, 1.10], [-0.64, -0.11, 0.06], [-0.62, -0.54, 0.56], [-1.58, -0.05, 0.20], [2.08, 0.41, -2.19], [-0.35, 0.49, -0.56], [0.46, -0.51, 2.22], [2.60, 0.77, -0.84], [-0.73, 1.10, -0.01], [0.66, -1.44, 0.46], [0.75, -1.28, 0.46], [-0.17, 0.72, -0.50], [-0.02, -0.28, 0.07], [0.17, 0.18, -0.25], [0.08, 0.40, -0.18], [0.22, 0.20, -0.27], [0.15, 0.30, -0.18], [0.71, 0.34, 0.01], [-0.72, -0.17, 0.18], [0.39, 0.00, -0.09], [-0.71, -0.04, -0.33], [-0.51, 0.83, -0.30]],
  "lowdin_charge": [0.164, -0.142, -0.312, 0.013, 0.003, -0.129, -0.153, -0.056, 0.162, -0.255, 0.068, 0.081, -0.057, -0.053, -0.191, 0.121, 0.058, -0.294, 0.121, -0.108, -0.054, -0.030, -0.152, -0.233, 0.216, -0.041, 0.129, 0.115, 0.108, 0.108, 0.125, 0.117, 0.162, 0.095, 0.100, 0.116, 0.079]
}